Model A:
{"formula": "C2H6N2", "method": "the ωB97M-V functional and the def2-TZVPD basis", "lumo_ev": 1.3, "smiles": "N/C=C/N", "homo_lumo_gap_ha": 0.34363, "species": ["N", "C", "C", "N", "H", "H", "H", "H", "H", "H"], "positions_angstrom": [[-1.60, -0.69, 0.63], [-0.24, -0.55, 0.17], [0.18, 0.57, -0.40], [1.50, 0.78, -0.80], [-1.66, -0.69, 1.64], [-2.00, -1.57, 0.33], [0.46, -1.36, 0.35], [-0.51, 1.38, -0.58], [1.68, 1.69, -1.19], [2.19, 0.44, -0.15]]}


Model B:
{"formula": "C2H6N2", "method": "the ωB97M-V functional and the def2-TZVPD basis", "lumo_ev": 0.5, "homo_lumo_gap_ha": 0.31812, "species": ["C", "N", "C", "N", "H", "H", "H", "H", "H", "H"], "positions_angstrom": [[0.77, 0.74, -0.09], [-1.22, -0.84, -0.36], [0.13, -0.72, 0.25], [0.25, -0.10, 1.41], [1.80, 0.96, 0.30], [0.63, 0.75, -1.19], [0.33, 1.71, 0.18], [-1.40, 0.00, -0.89], [-1.93, -0.86, 0.39], [0.64, -1.63, 0.00]]}


Most stable: model A. Least stable: model B.


Model A:
{"formula": "C10H17N", "method": "the ωB97M-V functional and the def2-TZVPD basis", "lumo_ev": 0.7, "smiles": "CC(C)(C)C.c1ccncc1", "homo_lumo_gap_ha": 0.37578, "species": ["C", "C", "C", "C", "C", "H", "H", "H", "H", "H", "H", "H", "H", "H", "H", "H", "H", "C", "C", "C", "N", "C", "C", "H", "H", "H", "H", "H"], "positions_angstrom": [[-2.57, 1.09, 0.26], [-1.32, 1.84, -0.30], [-1.19, 1.45, -1.82], [0.00, 1.27, 0.47], [-1.14, 3.25, -0.02], [-3.55, 1.68, 0.03], [-2.77, 0.13, -0.29], [-2.71, 0.88, 1.42], [-0.12, 1.56, -2.23], [-1.48, 0.36, -1.91], [-1.81, 2.17, -2.58], [0.88, 1.83, -0.03], [0.20, 0.25, 0.68], [-0.13, 1.93, 1.54], [-1.40, 3.29, 1.12], [-0.09, 3.69, 0.20], [-1.79, 3.93, -0.61], [1.40, -1.91, 1.03], [2.08, -2.89, 1.63], [2.72, -3.85, 0.89], [2.46, -4.08, -0.37], [1.80, -3.19, -1.02], [1.33, -2.02, -0.33], [1.12, -0.84, 1.46], [2.11, -2.77, 2.70], [3.21, -4.68, 1.35], [1.78, -3.31, -2.28], [0.99, -1.04, -0.98]]}


Model B:
{"formula": "C10H17N", "method": "the ωB97M-V functional and the def2-TZVPD basis", "lumo_ev": 0.9, "smiles": "c1ccncc1.CCCCC", "homo_lumo_gap_ha": 0.37587, "species": ["C", "C", "C", "N", "C", "C", "H", "H", "H", "H", "H", "C", "C", "C", "C", "C", "H", "H", "H", "H", "H", "H", "H", "H", "H", "H", "H", "H"], "positions_angstrom": [[-3.33, -0.70, 0.80], [-2.23, -0.02, 1.39], [-1.26, 0.53, 0.52], [-1.24, 0.34, -0.81], [-2.26, -0.28, -1.38], [-3.33, -0.74, -0.58], [-4.11, -1.08, 1.47], [-2.13, 0.20, 2.43], [-0.54, 1.29, 0.91], [-2.23, -0.40, -2.41], [-4.10, -1.19, -1.15], [2.26, -2.37, -0.28], [2.25, -1.00, 0.54], [1.46, 0.09, -0.17], [1.37, 1.48, 0.46], [0.72, 2.45, -0.56], [1.26, -2.91, -0.51], [2.62, -2.18, -1.32], [2.92, -3.12, 0.09], [3.27, -0.66, 0.58], [1.84, -1.19, 1.49], [1.72, 0.31, -1.23], [0.44, -0.19, -0.20], [2.30, 1.84, 0.77], [0.82, 1.55, 1.50], [-0.36, 2.32, -0.43], [0.93, 3.42, -0.18], [0.95, 2.22, -1.75]]}


Most stable: model B. Least stable: model A.


Model A:
{"formula": "C4H8NOS", "method": "the ωB97M-V functional and the def2-TZVPD basis", "lumo_ev": 3.7, "smiles": "CN[C@H](C=O)C[S-]", "charge": -1, "homo_lumo_gap_ha": 0.23135, "species": ["C", "N", "C", "C", "O", "C", "S", "H", "H", "H", "H", "H", "H", "H", "H"], "positions_angstrom": [[-0.14, 1.39, -1.46], [0.60, 0.40, -0.81], [0.18, -0.07, 0.52], [1.30, -0.81, 1.17], [2.25, -1.33, 0.64], [-1.09, -0.95, 0.51], [-1.94, -1.00, 2.10], [-0.46, 2.22, -0.82], [0.41, 1.90, -2.26], [-1.17, 1.10, -1.76], [1.29, -0.23, -1.19], [0.09, 0.85, 1.11], [1.13, -0.96, 2.25], [-1.72, -0.58, -0.31], [-0.72, -1.93, 0.31]]}


Model B:
{"formula": "C4H8NOS", "method": "the ωB97M-V functional and the def2-TZVPD basis", "lumo_ev": 3.7, "smiles": "O=CNCCC[S-]", "charge": -1, "homo_lumo_gap_ha": 0.23444, "species": ["O", "C", "N", "C", "C", "C", "S", "H", "H", "H", "H", "H", "H", "H", "H"], "positions_angstrom": [[-0.62, 0.41, 3.43], [-1.00, 0.38, 2.27], [-0.20, -0.02, 1.25], [-0.63, -0.67, 0.04], [-0.16, 0.06, -1.20], [1.31, 0.27, -1.40], [2.36, -1.26, -1.12], [-1.97, 0.77, 1.94], [0.77, -0.25, 1.45], [-0.13, -1.65, -0.06], [-1.72, -0.67, -0.08], [-0.62, -0.29, -2.15], [-0.63, 1.10, -1.31], [1.53, 0.78, -2.35], [1.70, 1.04, -0.72]]}


Most stable: model B. Least stable: model A.


Model A:
{"formula": "C5H28NO11", "method": "the ωB97M-V functional and the def2-TZVPD basis", "lumo_ev": 2.9, "charge": -1, "homo_lumo_gap_ha": 0.34661, "species": ["O", "C", "N", "C", "C", "C", "O", "C", "H", "H", "H", "H", "H", "H", "H", "H", "H", "H", "H", "H", "O", "H", "H", "O", "H", "H", "O", "H", "H", "O", "H", "H", "O", "H", "H", "O", "H", "H", "O", "H", "H", "O", "H", "H", "O"], "positions_angstrom": [[1.14, -1.91, 0.55], [-0.01, -1.52, 0.68], [-0.24, -0.70, 1.78], [-1.47, 0.05, 1.84], [-1.29, 1.20, 2.86], [-1.20, 2.61, 2.17], [-0.28, 2.61, 1.12], [-1.19, -2.17, 0.01], [0.56, -0.14, 2.15], [-2.40, -0.53, 2.13], [-1.87, 0.45, 0.91], [-2.16, 1.09, 3.52], [-0.32, 1.08, 3.34], [-2.15, 2.97, 1.75], [-1.01, 3.31, 2.98], [-1.27, -1.74, -1.01], [-2.16, -2.06, 0.49], [-1.19, -3.27, -0.09], [0.59, 2.17, 1.50], [2.05, 1.72, 2.96], [1.78, 1.38, 2.10], [-0.26, 1.61, -0.33], [1.01, 0.99, -1.03], [0.06, 1.10, -1.12], [0.69, -1.52, -1.94], [1.65, -2.36, -2.77], [0.88, -1.76, -2.85], [2.14, -2.95, -0.72], [3.32, -2.02, -0.79], [2.88, -2.72, -1.30], [3.03, 1.22, 1.27], [3.74, 1.46, -0.16], [3.94, 1.31, 0.76], [-1.84, 0.09, -3.28], [-2.20, -1.17, -4.02], [-2.51, -0.63, -3.29], [3.22, -1.64, 1.18], [4.00, -0.33, 0.72], [4.05, -1.32, 0.80], [-4.05, -0.14, -0.83], [-4.22, 0.07, -2.35], [-4.50, 0.39, -1.49], [0.24, 0.74, -3.66], [-0.59, 1.72, -2.84], [-0.58, 1.28, -3.70]]}


Model B:
{"formula": "C5H28NO11", "method": "the ωB97M-V functional and the def2-TZVPD basis", "lumo_ev": 2.8, "charge": -1, "homo_lumo_gap_ha": 0.36977, "species": ["C", "N", "C", "C", "C", "C", "O", "O", "H", "H", "H", "H", "H", "H", "H", "H", "H", "H", "H", "H", "O", "H", "H", "O", "H", "H", "O", "H", "H", "O", "H", "H", "O", "H", "H", "O", "H", "H", "O", "H", "H", "O", "H", "H", "O"], "positions_angstrom": [[-0.61, 2.35, -0.64], [-0.04, 1.29, -1.28], [1.12, -1.94, -1.37], [0.15, -1.04, -2.11], [-0.60, -0.08, -1.14], [-2.10, -0.06, -1.37], [-2.83, 0.07, -0.12], [-0.03, 3.43, -0.54], [-1.65, 2.24, -0.34], [0.96, 1.35, -1.49], [1.97, -1.38, -0.97], [0.66, -2.40, -0.50], [1.56, -2.68, -2.04], [-0.56, -1.66, -2.66], [0.68, -0.46, -2.87], [-0.35, -0.42, -0.14], [-2.42, 0.77, -2.01], [-2.50, -0.99, -1.79], [-2.74, -1.55, 0.74], [-1.66, -2.23, 1.60], [-2.49, -2.43, 1.12], [1.99, 3.00, 1.24], [2.00, 1.70, 2.08], [2.59, 2.44, 1.78], [-0.40, 0.75, 2.28], [1.19, 0.46, 3.53], [1.10, 0.29, 2.57], [4.03, 0.29, 2.28], [2.60, -0.30, 2.13], [3.56, -0.46, 1.88], [-0.47, 1.39, -3.50], [-1.31, 0.26, -4.02], [-0.95, 1.12, -4.30], [-1.65, -0.05, 2.62], [-2.28, 0.44, 0.64], [-1.44, 0.77, 2.16], [-0.98, -3.87, -1.09], [-2.22, -3.28, -0.39], [-1.92, -3.71, -1.23], [3.30, 1.78, 0.30], [3.66, 0.33, 0.25], [3.53, 1.09, -0.36], [0.12, -2.38, 3.18], [0.43, -1.01, 2.39], [-0.18, -1.86, 2.43]]}


Most stable: model B. Least stable: model A.


Model A:
{"formula": "C6H13NO3S", "method": "the ωB97M-V functional and the def2-TZVPD basis", "lumo_ev": -0.3, "homo_lumo_gap_ha": 0.35393, "species": ["C", "C", "C", "C", "C", "C", "N", "O", "O", "O", "S", "H", "H", "H", "H", "H", "H", "H", "H", "H", "H", "H", "H", "H"], "positions_angstrom": [[-1.06, -1.35, 0.93], [-1.08, -1.29, -0.39], [-0.16, -2.30, 1.71], [-1.37, 2.40, -0.95], [-0.09, 1.95, -0.16], [0.84, 1.03, -0.98], [0.52, 0.80, -2.26], [3.49, -1.05, 2.51], [1.84, 0.62, -0.45], [2.56, -2.15, 0.64], [2.66, -0.89, 1.34], [-1.66, -0.67, 1.55], [-0.52, -1.98, -1.02], [-0.69, -3.08, 2.07], [0.41, -1.91, 2.57], [0.45, -2.74, 0.99], [-1.96, 3.03, -0.13], [-1.04, 3.15, -1.68], [-2.04, 1.54, -1.23], [-0.50, 1.38, 0.65], [0.40, 2.89, 0.31], [1.16, 0.15, -2.62], [-1.81, -0.72, -0.72], [-0.36, 1.20, -2.67]]}


Model B:
{"formula": "C6H13NO3S", "method": "the ωB97M-V functional and the def2-TZVPD basis", "lumo_ev": 0.5, "smiles": "CS[C@@H]1[C@H](N)[C@H](O)[C@@H](O)[C@@H]1O", "homo_lumo_gap_ha": 0.34463, "species": ["C", "S", "C", "C", "N", "C", "O", "C", "O", "C", "O", "H", "H", "H", "H", "H", "H", "H", "H", "H", "H", "H", "H", "H"], "positions_angstrom": [[1.59, -0.52, 1.65], [1.80, -1.07, 0.00], [0.45, -0.54, -1.03], [0.31, 1.04, -1.12], [1.54, 1.84, -0.91], [-0.82, 1.40, -0.07], [-0.19, 2.05, 1.03], [-1.54, 0.09, 0.34], [-2.95, 0.16, 0.19], [-0.98, -0.98, -0.66], [-1.12, -2.28, -0.10], [1.29, 0.56, 1.73], [2.55, -0.58, 2.22], [0.83, -1.07, 2.13], [0.72, -1.15, -1.96], [-0.10, 1.21, -2.14], [2.33, 1.42, -1.39], [1.76, 2.00, 0.10], [-1.52, 2.12, -0.52], [-0.83, 1.83, 1.94], [-1.37, -0.26, 1.32], [-3.20, -0.67, 0.66], [-1.68, -0.82, -1.50], [-0.27, -2.64, 0.05]]}


Most stable: model B. Least stable: model A.


Model A:
{"formula": "C5H8NS", "method": "the ωB97M-V functional and the def2-TZVPD basis", "lumo_ev": [-5.0, -7.1], "charge": 1, "homo_lumo_gap_ha": [0.32003, 0.20717], "species": ["C", "C", "C", "C", "C", "N", "S", "H", "H", "H", "H", "H", "H", "H", "H"], "positions_angstrom": [[-0.73, 0.12, 0.28], [-3.06, -0.35, -0.28], [-0.17, 1.26, 0.75], [2.06, 0.20, -0.77], [1.87, -0.90, 0.14], [-1.90, 0.10, -0.34], [0.11, -1.46, 0.21], [-3.73, -0.14, -1.10], [-3.45, -0.93, 0.56], [-0.68, 2.20, 0.62], [0.73, 1.26, 1.33], [1.52, 0.25, -1.69], [2.81, 0.95, -0.58], [2.35, -1.81, -0.27], [2.27, -0.74, 1.14]]}


Model B:
{"formula": "C5H8NS", "method": "the ωB97M-V functional and the def2-TZVPD basis", "lumo_ev": -4.8, "smiles": "C=C=[N+](C)C(=C)S", "charge": 1, "homo_lumo_gap_ha": 0.30789, "species": ["C", "C", "N", "C", "C", "C", "S", "H", "H", "H", "H", "H", "H", "H", "H"], "positions_angstrom": [[2.08, -1.19, -0.63], [1.16, -0.64, 0.02], [0.28, 0.17, 0.47], [0.22, 0.49, 1.85], [-0.94, 0.35, -0.38], [-0.94, 0.81, -1.64], [-2.27, -0.46, 0.47], [2.55, -0.43, -1.22], [2.47, -2.16, -0.59], [0.17, 1.55, 2.06], [1.18, 0.24, 2.24], [-0.69, -0.12, 2.11], [-1.84, 0.74, -2.25], [-0.09, 1.06, -2.22], [-3.35, -0.39, -0.30]]}


Most stable: model B. Least stable: model A.